(1)
16
Properties=species:S:1:pos:R:3 method="wB97M-V/def2-TZVPD" total_energy_ha=-250.86594 largest_force_ev_per_a=8.6 smiles="C[NH2+]C1(C)C=C1" e_homo_ha=-0.5163 orbital_gap_ev=10.748 total_charge=+1 relative_energy_ev=3.792
H -0.415 2.119 -1.129
H 0.209 -2.318 -0.792
H -0.982 -0.353 1.513
H -0.523 1.126 1.045
H 1.141 -1.322 1.372
H 1.950 0.293 1.248
C -0.224 0.101 -0.471
H 1.298 1.523 -1.402
N -0.249 0.153 1.043
C -0.284 -1.337 -0.867
H 1.133 -0.235 2.702
H -0.180 1.035 -2.338
C 0.146 1.248 -1.304
C -1.560 -0.928 -0.951
C 1.028 -0.305 1.635
H -2.488 -0.799 -1.307

---

(2)
16
Properties=species:S:1:pos:R:3 method="wB97M-V/def2-TZVPD" total_energy_ha=-250.84181 largest_force_ev_per_a=6.7 e_homo_ha=-0.4879 orbital_gap_ev=7.178 total_charge=+1 relative_energy_ev=4.449
H -2.106 -0.077 1.986
C -0.368 -1.494 2.285
C -0.110 -0.685 1.061
C 0.585 0.036 0.079
H 1.690 1.196 -3.348
H -1.059 -2.243 2.266
N -0.125 0.496 -2.681
H 0.283 -1.510 3.088
H 1.159 1.935 -1.702
H 1.161 -0.560 -0.575
H 0.363 1.086 0.117
H -0.560 0.532 2.931
H -0.750 0.442 -1.821
C -0.991 -0.161 2.199
H -0.164 -0.232 -3.422
C 0.991 1.239 -2.464

---

(3)
17
Properties=species:S:1:pos:R:3 method="wB97M-V/def2-TZVPD" total_energy_ha=-305.75094 largest_force_ev_per_a=7.3 e_homo_ha=-0.3101 orbital_gap_ev=9.294 relative_energy_ev=7.426
H 2.026 1.084 -0.869
H -1.535 -1.837 -0.723
H -2.436 0.277 0.881
C 0.211 -0.729 -0.223
H -1.282 2.089 0.413
C -1.323 -1.101 -0.094
N -1.950 0.176 -0.345
H -0.512 1.695 -1.124
C 0.133 0.475 0.718
H -0.284 0.084 1.588
C -0.776 1.247 -0.133
H -1.441 -1.318 1.033
H 2.940 -0.675 -0.972
N 1.308 -0.450 0.443
H 0.075 -0.128 -1.219
H 3.118 0.503 0.464
C 2.392 0.132 -0.295

---

(4)
17
Properties=species:S:1:pos:R:3 method="wB97M-V/def2-TZVPD" total_energy_ha=-305.91159 largest_force_ev_per_a=4.7 e_homo_ha=-0.3072 orbital_gap_ev=9.377 relative_energy_ev=3.055
C -2.474 0.298 0.701
C -0.614 -1.632 -0.615
H 1.427 1.683 1.008
C -0.276 -0.237 -0.095
H -2.733 0.632 1.731
C 1.833 1.555 0.001
N 2.413 -0.899 -0.468
H -1.607 -1.761 -0.301
N -1.018 0.589 0.469
H -0.470 -1.740 -1.594
C 1.685 0.074 -0.166
H 1.416 2.173 -0.902
H -3.008 1.036 0.052
H 2.913 1.937 0.186
H 3.366 -0.661 -0.433
H 0.003 -2.334 -0.079
H -2.857 -0.713 0.506

---

(5)
17
Properties=species:S:1:pos:R:3 method="wB97M-V/def2-TZVPD" total_energy_ha=-305.98117 largest_force_ev_per_a=0.8 smiles="[H]/N=C/[C@@H](N)CC=C" e_homo_ha=-0.3380 orbital_gap_ev=10.198 relative_energy_ev=1.161
H 2.759 0.308 -2.268
H 0.934 0.428 -2.164
C 1.930 -0.016 -0.374
H -2.176 -1.166 2.680
H -0.594 -0.945 -0.878
H 0.889 -1.025 1.180
C 0.774 -0.126 0.571
H -1.877 1.056 -1.109
C -0.605 -0.184 -0.084
N -1.386 -0.930 2.083
H 0.800 0.722 1.263
H -2.691 -0.526 0.504
H -0.911 1.834 -0.031
C -1.666 -0.593 0.910
N -0.942 1.086 -0.717
H 2.892 -0.169 0.101
C 1.869 0.246 -1.665

---

(6)
17
Properties=species:S:1:pos:R:3 method="wB97M-V/def2-TZVPD" total_energy_ha=-305.91048 largest_force_ev_per_a=1.6 e_homo_ha=-0.2898 orbital_gap_ev=8.901 relative_energy_ev=3.085
N 1.129 1.176 1.161
C 0.898 -1.715 -0.959
H 1.779 -1.831 -0.324
H -1.717 1.443 0.257
H 1.230 -1.449 -1.959
H 0.240 -0.608 1.773
N 0.250 1.901 0.846
H 0.387 -2.676 -0.988
C -0.455 -0.996 1.024
H -0.503 -2.076 1.147
H 0.094 0.626 -2.018
C -0.779 1.633 -0.271
C 0.034 -0.649 -0.356
H -1.438 -0.576 1.227
H 0.004 2.799 1.331
C -0.272 0.466 -1.015
H -0.881 2.533 -0.875